Version P
9
Properties=species:S:1:pos:R:3 method="wB97M-V/def2-TZVPD" homo_ha=-0.3545 homo_lumo_gap_ev=9.964 smiles="NP(=O)(S)S"
N 0.373 -0.876 -1.144
P -0.112 0.120 0.126
O -1.065 1.196 -0.277
S -1.391 -0.831 1.609
S 1.785 0.756 0.856
H -0.421 -1.331 -1.619
H 1.410 -1.366 -1.151
H -2.015 0.376 1.058
H 1.437 1.956 0.542



Version Q
9
Properties=species:S:1:pos:R:3 method="wB97M-V/def2-TZVPD" homo_ha=-0.3473 homo_lumo_gap_ev=10.008 smiles="N[P@@](O)(=S)S"
N -0.935 1.042 0.560
P 0.276 0.036 0.090
O 0.011 0.012 -1.587
S 2.136 0.169 0.512
S -0.601 -1.759 0.829
H -0.613 1.933 0.362
H -1.844 0.746 0.159
H 0.905 -0.163 -2.077
H 0.664 -2.017 1.152



Quick one: most stable of them? version Q



Version P
22
Properties=species:S:1:pos:R:3 method="wB97M-V/def2-TZVPD" homo_ha=-0.5629 homo_lumo_gap_ev=9.928 charge=+1
C 0.173 1.841 0.281
C -1.435 1.598 1.794
C -0.075 0.497 -0.216
C -0.808 0.329 -1.525
C 0.191 -2.008 0.083
C 1.972 -0.630 -0.690
C 0.719 -0.612 0.277
N -0.449 2.387 1.323
N -1.639 0.437 1.273
H 0.773 2.476 -0.265
H -2.034 2.026 2.588
H -1.699 -0.278 -1.367
H -0.083 -0.257 -2.013
H -1.173 1.329 -1.981
H -0.611 -2.157 0.794
H 0.875 -2.785 0.026
H -0.392 -1.970 -0.859
H 1.991 -1.043 -1.687
H 2.715 -1.048 -0.008
H 2.315 0.404 -0.747
H 1.070 -0.427 1.333
H -2.396 -0.109 1.582



Version Q
22
Properties=species:S:1:pos:R:3 method="wB97M-V/def2-TZVPD" homo_ha=-0.4882 homo_lumo_gap_ev=9.637 charge=+1
C 0.672 -1.138 1.331
C 0.975 -0.761 0.098
C 1.507 -1.763 -0.894
C 0.938 0.670 -0.461
C 1.400 1.855 0.455
C -0.427 1.170 -0.762
N -1.470 0.851 -0.193
C -2.463 0.271 0.391
N -3.268 -0.609 -0.194
H 0.855 -2.197 1.738
H 0.230 -0.438 1.973
H 0.910 -1.774 -1.701
H 1.762 -2.736 -0.351
H 2.454 -1.532 -1.188
H 1.479 0.835 -1.414
H 0.995 1.717 1.373
H 1.117 2.869 -0.081
H 2.538 1.853 0.648
H -0.550 2.043 -1.403
H -2.418 0.565 1.393
H -3.785 -1.138 0.435
H -3.451 -0.613 -1.193



Version R
22
Properties=species:S:1:pos:R:3 method="wB97M-V/def2-TZVPD" homo_ha=-0.4598 homo_lumo_gap_ev=9.566 charge=+1
C -1.674 0.175 -1.398
C -0.739 -0.660 -1.945
C 1.727 0.710 1.827
C 1.050 0.998 0.703
C 0.033 0.105 0.118
C -1.711 1.340 1.046
C 1.108 -1.830 -0.833
N -1.225 0.703 -0.211
N 0.521 -0.552 -1.109
H -2.665 0.533 -1.602
H -0.998 -1.315 -2.743
H 2.475 1.352 2.301
H 1.827 -0.141 2.381
H 1.225 1.873 0.017
H -0.220 -1.019 1.073
H -1.052 1.959 1.513
H -2.645 1.792 0.851
H -2.003 0.583 1.678
H 0.364 -2.453 -0.449
H 1.446 -2.527 -1.628
H 1.840 -1.589 -0.168
H 1.318 -0.036 -1.421



Quick one: most stable of them? version Q



Version P
11
Properties=species:S:1:pos:R:3 method="wB97M-V/def2-TZVPD" homo_ha=-0.5588 homo_lumo_gap_ev=9.623 charge=+1
C -2.194 -0.277 1.480
N -2.019 0.341 0.400
H -1.630 -1.297 1.614
H -2.916 0.115 2.116
H -2.980 0.694 0.166
H -1.377 0.284 -0.291
O 0.299 -0.441 -0.681
C 1.547 -0.356 -0.721
O 2.391 0.725 -0.495
H 2.121 -1.218 -0.706
H 3.272 0.561 -0.844



Version Q
11
Properties=species:S:1:pos:R:3 method="wB97M-V/def2-TZVPD" homo_ha=-0.5784 homo_lumo_gap_ev=11.527 charge=+1 smiles="[NH3+]CC(=O)O"
N -0.987 -0.452 -0.950
C 0.374 -0.245 -0.411
C 0.357 0.622 0.906
O -0.607 0.810 1.604
O 1.625 0.562 1.368
H -1.598 -1.080 -0.391
H -1.145 -0.787 -1.952
H -1.596 0.363 -0.953
H 0.874 -1.234 -0.084
H 1.050 0.144 -1.166
H 1.654 1.298 2.030



Quick one: most stable of them? version Q



Version P
7
Properties=species:S:1:pos:R:3 method="wB97M-V/def2-TZVPD" homo_ha="-0.3471 / -0.3494" homo_lumo_gap_ev="9.231 / 9.233"
N -0.196 1.372 -0.032
N -0.636 -0.826 -0.023
N 0.140 0.208 0.015
O 2.065 -0.249 0.030
H 0.405 2.155 0.008
H -1.620 -0.985 0.270
H -0.158 -1.676 -0.268



Version Q
7
Properties=species:S:1:pos:R:3 method="wB97M-V/def2-TZVPD" homo_ha="-0.3534 / -0.3535" homo_lumo_gap_ev="9.926 / 9.927" smiles="[H]/N=[N+](/N)[O-]"
H 0.619 2.018 0.475
N -0.135 1.353 0.389
N 0.252 0.114 -0.139
N -0.679 -0.868 -0.147
O 1.415 -0.056 -0.557
H -1.246 -0.986 0.649
H -0.226 -1.576 -0.670



Version R
7
Properties=species:S:1:pos:R:3 method="wB97M-V/def2-TZVPD" homo_ha=-0.3785 homo_lumo_gap_ev=11.241 smiles=N#N.NO
N -2.482 0.194 0.134
N -2.249 -0.683 -0.490
N 0.858 0.497 -0.460
O 1.351 -0.791 -0.116
H -0.072 0.546 0.018
H 1.425 1.170 0.081
H 1.169 -0.934 0.833



Quick one: most stable of them? version R



Version P
16
Properties=species:S:1:pos:R:3 method="wB97M-V/def2-TZVPD" homo_ha="-0.4800 / -0.4800" homo_lumo_gap_ev="7.875 / 7.876" charge=+1
C 0.076 -0.811 -1.096
C 0.421 0.446 -1.419
N 0.435 1.674 -0.779
N 0.410 1.946 0.584
C 0.007 1.197 1.622
N -0.590 0.081 1.848
C -0.956 -1.009 1.372
C -0.606 -1.551 0.038
H 0.577 -1.626 -1.670
H 0.823 0.713 -2.427
H 0.656 2.389 -1.378
H 0.492 2.893 0.797
H 0.104 1.726 2.580
H -1.390 -1.730 1.981
H -1.476 -2.103 -0.361
H 0.023 -2.444 0.444



Version Q
16
Properties=species:S:1:pos:R:3 method="wB97M-V/def2-TZVPD" homo_ha=-0.5551 homo_lumo_gap_ev=9.976 charge=+1
C 2.065 -0.830 -0.013
C 0.814 -1.424 -0.058
C 2.113 0.568 0.086
C -0.266 -0.566 -0.031
C -1.270 1.634 0.104
N 1.034 1.306 0.117
N -0.143 0.745 0.056
N -2.028 -1.158 0.090
H 2.968 -1.419 -0.041
H 0.687 -2.493 -0.113
H 3.043 1.113 0.150
H -1.715 1.738 -0.886
H -2.025 1.231 0.779
H -0.921 2.609 0.437
H -1.933 -2.167 0.127
H -2.422 -0.887 -0.806



Quick one: most stable of them? version Q



Version P
5
Properties=species:S:1:pos:R:3 method="wB97M-V/def2-TZVPD" homo_ha="-0.1401 / -0.0919" homo_lumo_gap_ev="7.093 / 4.092" charge=-1
N 2.154 1.263 -0.260
N -0.809 -0.631 0.268
O -1.415 -0.468 1.287
O -1.249 -0.664 -0.924
H 1.319 0.500 -0.371



Version Q
5
Properties=species:S:1:pos:R:3 method="wB97M-V/def2-TZVPD" homo_ha=-0.1121 homo_lumo_gap_ev=8.302 charge=-1 smiles="N=[N+]([O-])[O-]"
N 0.881 0.673 -0.013
N -0.496 -0.047 0.026
O -1.481 0.732 0.021
O -0.510 -1.248 0.005
H 1.605 -0.110 -0.039



Quick one: most stable of them? version Q



Version P
8
Properties=species:S:1:pos:R:3 method="wB97M-V/def2-TZVPD" homo_ha=-0.3985 homo_lumo_gap_ev=9.142 smiles="O=C1N=CC=N1"
O 3.714 -0.013 -0.010
C 2.509 0.015 0.001
N 1.683 1.175 -0.010
C 0.480 0.754 0.056
C 0.489 -0.730 -0.060
N 1.657 -1.193 0.033
H -0.328 1.350 0.126
H -0.259 -1.490 -0.104



Version Q
8
Properties=species:S:1:pos:R:3 method="wB97M-V/def2-TZVPD" homo_ha=-0.3704 homo_lumo_gap_ev=10.214
N 4.513 -0.951 0.087
C 3.710 -0.144 -0.040
N 2.913 0.889 -0.134
C 1.617 0.834 -0.059
C -0.052 0.227 0.117
O 0.496 1.597 0.013
H -0.230 0.047 -0.918
H -0.284 -0.344 0.968



Version R
8
Properties=species:S:1:pos:R:3 method="wB97M-V/def2-TZVPD" homo_ha=-0.3177 homo_lumo_gap_ev=7.105 smiles="N=C=C=O.C#N"
N 1.122 0.017 1.626
C 0.109 -0.272 0.974
C -1.077 -0.246 0.471
O -2.122 -0.210 -0.052
H 1.844 -0.673 1.646
C 0.007 0.461 -1.583
N 0.870 -0.243 -1.835
H -0.754 1.165 -1.245



Quick one: most stable of them? version P



Version P
67
Properties=species:S:1:pos:R:3 method="wB97M-V/def2-TZVPD" homo_ha=-0.0272 homo_lumo_gap_ev=4.691 charge=-2
K -0.517 0.800 -0.079
S 3.446 -0.664 -0.313
C 2.962 -2.258 -0.270
N 1.820 -2.808 -0.594
C 1.820 -4.177 -0.514
C 0.752 -5.007 -0.856
C 0.878 -6.381 -0.729
C 2.059 -6.955 -0.266
C 3.142 -6.150 0.068
C 3.020 -4.775 -0.063
S 4.191 -3.533 0.234
H -0.162 -4.564 -1.222
H 0.042 -7.016 -0.999
H 2.143 -8.033 -0.177
H 4.067 -6.582 0.431
O -2.585 1.275 -0.961
S -3.326 1.408 0.293
O -3.841 2.714 0.601
O -2.581 0.767 1.393
C -4.717 0.308 0.075
C -6.018 0.767 -0.013
C -7.049 -0.150 -0.146
C -6.756 -1.508 -0.202
C -5.445 -1.956 -0.139
C -4.397 -1.049 0.013
P -2.602 -1.505 0.094
C -2.691 -2.836 -1.194
C -2.368 -2.403 -2.481
C -2.411 -3.272 -3.560
C -2.769 -4.599 -3.364
C -3.078 -5.045 -2.087
C -3.039 -4.172 -1.009
C -2.546 -2.525 1.621
C -1.308 -3.108 1.906
C -1.116 -3.842 3.064
C -2.154 -3.991 3.974
C -3.378 -3.394 3.714
C -3.576 -2.665 2.549
H -6.201 1.833 0.030
H -8.077 0.185 -0.206
H -7.562 -2.228 -0.290
H -5.240 -3.016 -0.210
H -2.070 -1.369 -2.622
H -2.151 -2.923 -4.552
H -2.784 -5.288 -4.200
H -3.343 -6.084 -1.927
H -3.242 -4.544 -0.010
H -0.484 -2.980 1.211
H -0.148 -4.287 3.263
H -2.002 -4.551 4.889
H -4.185 -3.493 4.432
H -4.528 -2.185 2.375
C 1.151 3.014 0.055
C 0.151 3.879 -0.315
C -0.604 4.651 0.643
C -1.506 5.599 0.265
C -1.767 5.872 -1.101
C -1.096 5.077 -2.061
C -0.193 4.124 -1.695
C -2.639 6.904 -1.489
N -3.342 7.770 -1.810
H 1.463 2.933 1.090
H 1.763 2.513 -0.689
H -0.438 4.459 1.698
H -2.051 6.160 1.016
H -1.315 5.242 -3.111
H 0.310 3.541 -2.461



Version Q
67
Properties=species:S:1:pos:R:3 method="wB97M-V/def2-TZVPD" homo_ha=-0.0219 homo_lumo_gap_ev=4.587 charge=-2
K -0.830 -0.191 -2.064
S 2.541 0.756 -1.892
C 1.712 2.226 -1.868
N 0.423 2.431 -2.049
C 0.060 3.758 -1.955
C -1.247 4.239 -2.058
C -1.489 5.599 -1.916
C -0.446 6.495 -1.673
C 0.862 6.028 -1.563
C 1.106 4.667 -1.699
S 2.586 3.772 -1.566
H -2.055 3.535 -2.228
H -2.506 5.969 -1.988
H -0.652 7.553 -1.563
H 1.678 6.715 -1.363
O -2.292 -1.510 -0.555
S -3.421 -0.584 -0.642
O -4.683 -1.196 -0.987
O -3.075 0.594 -1.439
C -3.561 0.011 1.033
C -4.814 0.154 1.613
C -4.913 0.613 2.917
C -3.764 0.929 3.627
C -2.513 0.793 3.035
C -2.384 0.328 1.731
P -0.755 0.230 0.840
C 0.164 1.566 1.736
C -0.146 2.866 1.322
C 0.494 3.969 1.869
C 1.472 3.785 2.841
C 1.791 2.501 3.260
C 1.138 1.398 2.713
C 0.023 -1.272 1.543
C 1.334 -1.532 1.137
C 2.000 -2.663 1.589
C 1.357 -3.557 2.438
C 0.047 -3.315 2.829
C -0.618 -2.177 2.385
H -5.690 -0.115 1.036
H -5.887 0.727 3.380
H -3.839 1.288 4.647
H -1.623 1.059 3.593
H -0.891 3.009 0.548
H 0.250 4.963 1.513
H 1.995 4.639 3.257
H 2.560 2.351 4.010
H 1.407 0.399 3.040
H 1.831 -0.850 0.449
H 3.008 -2.862 1.247
H 1.869 -4.451 2.773
H -0.466 -4.021 3.472
H -1.646 -2.003 2.680
C -0.088 -3.324 -2.512
C 1.093 -3.970 -2.767
C 1.886 -4.594 -1.719
C 3.030 -5.287 -1.980
C 3.539 -5.437 -3.296
C 2.803 -4.816 -4.338
C 1.656 -4.120 -4.101
C 4.715 -6.190 -3.560
N 5.674 -6.807 -3.777
H -0.513 -3.292 -1.512
H -0.707 -2.966 -3.330
H 1.529 -4.509 -0.699
H 3.578 -5.744 -1.161
H 3.177 -4.903 -5.353
H 1.128 -3.657 -4.929



Version R
67
Properties=species:S:1:pos:R:3 method="wB97M-V/def2-TZVPD" homo_ha=-0.0339 homo_lumo_gap_ev=4.977 charge=-2
K 1.731 1.520 -0.852
S 2.893 3.215 -4.199
C 4.020 2.212 -3.494
N 3.863 1.387 -2.487
C 5.008 0.720 -2.132
C 5.125 -0.201 -1.089
C 6.352 -0.795 -0.836
C 7.472 -0.493 -1.605
C 7.378 0.420 -2.649
C 6.154 1.015 -2.903
S 5.735 2.190 -4.114
H 4.254 -0.432 -0.488
H 6.438 -1.503 -0.020
H 8.425 -0.962 -1.390
H 8.242 0.666 -3.255
O 2.014 0.950 1.559
S 1.702 2.343 1.898
O 2.789 3.058 2.525
O 1.089 3.031 0.763
C 0.355 2.228 3.064
C 0.382 2.926 4.257
C -0.733 2.912 5.081
C -1.860 2.200 4.690
C -1.878 1.505 3.491
C -0.767 1.507 2.646
P -0.711 0.616 1.010
C -2.444 0.907 0.449
C -2.948 2.211 0.498
C -4.176 2.522 -0.064
C -4.915 1.538 -0.706
C -4.408 0.250 -0.801
C -3.179 -0.060 -0.236
C -0.820 -1.091 1.715
C -1.977 -1.653 2.254
C -1.961 -2.935 2.781
C -0.788 -3.677 2.785
C 0.368 -3.129 2.251
C 0.350 -1.850 1.715
H 1.281 3.470 4.517
H -0.728 3.458 6.016
H -2.739 2.196 5.324
H -2.773 0.973 3.199
H -2.358 2.985 0.975
H -4.547 3.539 -0.014
H -5.872 1.777 -1.154
H -4.959 -0.510 -1.340
H -2.777 -1.058 -0.355
H -2.906 -1.098 2.243
H -2.872 -3.360 3.186
H -0.781 -4.680 3.194
H 1.287 -3.703 2.247
H 1.248 -1.415 1.296
C 0.548 -0.986 -2.575
C -0.743 -1.426 -2.671
C -1.736 -0.783 -3.506
C -3.014 -1.238 -3.595
C -3.454 -2.385 -2.877
C -2.499 -3.040 -2.056
C -1.220 -2.587 -1.946
C -4.778 -2.839 -2.960
N -5.875 -3.219 -3.020
H 0.923 -0.174 -3.190
H 1.268 -1.531 -1.972
H -1.432 0.093 -4.068
H -3.730 -0.716 -4.221
H -2.814 -3.915 -1.496
H -0.520 -3.096 -1.291



Quick one: most stable of them? version Q



Version P
8
Properties=species:S:1:pos:R:3 method="wB97M-V/def2-TZVPD" homo_ha=-0.1793 homo_lumo_gap_ev=8.855 charge=-1
N -0.402 0.128 0.403
N -0.870 -0.885 -0.269
O 1.807 1.127 1.126
O -2.077 -1.101 -0.491
O 0.016 -1.590 -0.709
O 1.319 1.310 -1.173
S 1.475 0.379 -0.036
H -1.267 0.631 1.150



Version Q
8
Properties=species:S:1:pos:R:3 method="wB97M-V/def2-TZVPD" homo_ha=-0.1603 homo_lumo_gap_ev=8.417 charge=-1
N 0.008 -0.517 0.434
N -1.488 0.179 0.191
O -2.086 -0.364 -0.729
O 1.395 0.956 -1.068
O -1.697 1.012 1.006
O 2.356 -0.740 0.343
S 1.550 0.432 0.300
H -0.037 -0.960 -0.476



Quick one: most stable of them? version Q



Version P
24
Properties=species:S:1:pos:R:3 method="wB97M-V/def2-TZVPD" multiplicity=2 homo_ha="-0.5428 / -0.5426" homo_lumo_gap_ev="5.705 / 6.186" charge=+1 s_squared=0.7739
C -2.492 -1.351 1.670
C -2.727 -0.272 0.524
C -1.335 0.498 0.331
C -1.187 1.408 -1.024
S 0.545 2.014 -0.801
H -3.484 -1.604 2.182
H -2.341 -2.416 1.257
H -1.637 -1.146 2.345
H -3.443 0.497 0.893
H -3.217 -0.596 -0.458
H -0.543 -0.335 0.336
H -1.160 1.028 1.219
H -1.841 2.317 -0.990
H -1.229 0.706 -1.863
H 1.458 -0.379 0.166
H 2.226 1.217 0.372
H 3.143 1.679 1.483
O 3.094 1.057 0.733
H 4.528 -0.870 -1.569
H 3.552 -0.390 -0.427
O 3.879 -1.183 -0.960
H 2.080 -1.001 -1.623
H 0.863 -0.062 -1.656
O 1.267 -0.819 -2.139



Version Q
24
Properties=species:S:1:pos:R:3 method="wB97M-V/def2-TZVPD" multiplicity=2 homo_ha="-0.4826 / -0.4826" homo_lumo_gap_ev="9.399 / 4.050" charge=+1 s_squared=0.7532
C 1.014 0.031 0.134
C -0.322 0.915 0.090
C -1.610 -0.005 0.257
C -1.388 -1.249 1.214
S -3.113 -1.769 1.567
H 1.911 0.512 -0.311
H 1.151 -0.449 1.132
H 0.838 -0.808 -0.547
H -0.387 1.456 -0.855
H -0.066 1.524 0.954
H -1.874 -0.513 -0.698
H -2.317 0.862 0.392
H -1.108 -0.866 2.190
H -0.862 -1.989 0.566
H -3.846 -0.702 1.194
H -1.121 0.980 5.171
H -1.861 -0.174 5.726
O -1.091 0.010 5.177
H 3.567 0.525 -5.268
H 3.659 1.199 -3.861
O 4.184 0.750 -4.557
H 1.573 0.695 -3.402
H 1.660 -0.690 -2.723
O 1.410 -0.247 -3.544



Quick one: most stable of them? version Q